Record 1
Computed, not measured: C25H22CrNO6S2 as an isolated structure, with ωB97M-V/def2-TZVPD.

Positions of all 57 atoms, in Å:
Cr (-0.91018, 0.47536, -0.00061)
C (3.07978, -0.39445, 2.60309)
C (1.83789, -1.23227, 2.89799)
C (1.65990, -2.28712, 1.79539)
C (0.57022, -0.40984, 3.05785)
C (0.53450, 0.97658, 2.93044)
C (-0.63114, 1.68900, 3.20381)
C (-1.79828, 1.04072, 3.58035)
C (-3.04697, 1.80205, 3.92491)
C (-1.78135, -0.35005, 3.63846)
C (-0.61896, -1.05738, 3.39509)
H (3.96242, -1.03599, 2.58032)
H (3.24560, 0.36907, 3.36561)
H (2.98107, 0.09035, 1.62893)
H (1.99797, -1.75140, 3.85087)
H (1.33788, -1.80275, 0.87348)
H (0.90182, -3.02337, 2.06243)
H (2.59876, -2.81653, 1.61547)
H (1.43343, 1.52498, 2.68141)
H (-0.61559, 2.77177, 3.14237)
H (-3.17896, 1.84618, 5.00897)
H (-3.91631, 1.31059, 3.48902)
H (-3.00597, 2.82011, 3.53818)
H (-2.69907, -0.88545, 3.85023)
H (-0.63329, -2.13811, 3.47201)
O (-3.88364, 2.97104, -0.18539)
S (-2.91324, 1.92419, -0.32180)
O (-2.78390, 0.99013, 0.79100)
O (-1.53258, 2.40413, -0.62205)
C (-3.41135, 0.92136, -1.71505)
C (-3.91003, 1.62184, -2.80674)
C (-4.43853, 0.94927, -3.89234)
C (-4.45574, -0.43766, -3.89043)
C (-3.94263, -1.13756, -2.81189)
C (-3.41606, -0.47975, -1.70175)
S (-2.98024, -1.62941, -0.32839)
O (-3.08711, -2.93761, -0.93764)
O (-3.93479, -1.39662, 0.72311)
O (-1.54891, -1.38926, 0.04767)
H (-3.89567, 2.70301, -2.76490)
H (-4.86035, 1.50190, -4.72175)
H (-4.87990, -0.98009, -4.72551)
H (-3.94917, -2.21695, -2.78300)
N (7.49384, -0.44158, -5.18660)
C (6.59813, -0.32909, -4.47215)
C (5.47811, -0.18145, -3.60464)
C (5.25532, -1.08663, -2.56380)
C (4.13866, -0.96656, -1.76404)
C (3.20363, 0.05403, -1.98635)
C (3.46078, 0.98435, -3.00921)
C (4.57465, 0.86799, -3.80953)
C (1.98760, 0.14507, -1.26144)
C (0.89491, 0.25034, -0.72521)
H (5.96544, -1.88875, -2.41056)
H (3.95827, -1.67698, -0.96839)
H (2.74996, 1.78375, -3.16661)
H (4.75939, 1.57153, -4.61068)

Force components x, y, z for each atom (eV/Å):
-0.16 0.15 1.13
-0.10 -0.02 0.06
0.05 -0.03 -0.25
-0.09 0.04 0.14
0.05 0.00 0.08
0.04 -0.07 0.17
0.02 -0.01 0.06
0.01 0.04 0.02
0.03 -0.04 -0.13
0.02 -0.01 -0.04
0.00 0.03 0.02
0.00 -0.01 -0.04
0.01 0.03 -0.03
0.04 0.04 0.00
0.00 0.00 -0.01
0.08 -0.05 -0.06
-0.01 -0.01 -0.02
0.00 -0.01 0.00
-0.02 -0.02 -0.10
-0.04 -0.01 -0.07
-0.04 0.02 -0.01
-0.04 0.02 0.01
-0.01 0.00 0.02
0.00 0.00 0.05
-0.01 -0.01 -0.03
0.12 -0.15 0.02
-0.73 1.52 -0.72
0.14 -0.24 0.42
-0.07 -0.23 -0.16
-0.16 -0.18 0.29
0.08 0.06 0.06
-0.01 -0.04 -0.02
0.04 0.05 0.03
0.11 -0.01 0.02
-0.05 -0.04 0.13
-0.63 -1.21 -0.08
0.18 0.20 -0.10
0.23 0.16 -0.04
-0.25 0.06 -0.10
-0.07 0.00 -0.04
0.05 0.02 -0.02
0.01 0.00 -0.01
-0.03 0.00 -0.08
-0.03 0.00 0.06
0.37 -0.04 -0.24
-0.49 0.11 0.32
0.20 0.05 -0.20
-0.16 0.03 0.08
0.21 0.06 -0.32
-0.05 -0.08 0.11
0.21 -0.13 -0.05
-0.28 0.06 0.27
1.33 -0.12 -0.64
-0.03 -0.02 0.05
-0.02 -0.01 -0.01
-0.01 -0.01 -0.02
-0.04 0.02 0.01

As for the charge: -1. The multiplicity is 5. The relative energy (zero: lowest compared OMol25 entry of this formula, charge and spin) comes out at 0.00 kJ/mol. As for the strongest force on any atom: 1.8 eV/A.

Record 2
Computed, not measured: C25H22F12NO2ReS4 as an isolated structure, with ωB97M-V/def2-TZVPD.

Positions of all 67 atoms, in Å:
Re (-2.31267, 0.46836, 0.54627)
C (0.66095, -5.75094, 1.96984)
C (0.29284, -4.34008, 1.60186)
C (0.97925, -3.25686, 2.13908)
C (0.67084, -1.96785, 1.75877)
C (-0.34533, -1.71145, 0.83518)
N (-0.61564, -0.37556, 0.43237)
C (0.48267, 0.43514, -0.08212)
C (1.70258, -0.32034, -0.43255)
C (2.93758, 0.13704, -0.22237)
C (3.17984, 1.41589, 0.41065)
C (4.59837, 1.81306, 0.70603)
C (2.14982, 2.21159, 0.73495)
C (0.73346, 1.89493, 0.46176)
C (-0.27852, 2.49941, 1.47565)
O (-1.59946, 2.14679, 1.26824)
C (-0.32732, 4.05809, 1.38705)
F (-0.98159, 4.40997, 0.26947)
F (-0.99768, 4.56367, 2.43090)
F (0.87177, 4.66050, 1.35435)
C (0.09020, 2.09312, 2.93424)
F (1.14339, 2.77428, 3.41275)
F (0.39652, 0.78094, 2.98009)
F (-0.93386, 2.28462, 3.76881)
C (-1.11358, -2.78353, 0.37393)
C (-0.76302, -4.07867, 0.74019)
C (-2.33079, -2.47592, -0.49683)
O (-3.04794, -1.38873, -0.05766)
C (-3.36129, -3.64190, -0.47146)
F (-2.94553, -4.70872, -1.18810)
F (-4.53577, -3.25272, -0.97689)
F (-3.58765, -4.05709, 0.78487)
C (-1.88756, -2.29311, -1.99103)
F (-0.94341, -3.17769, -2.34856)
F (-2.89988, -2.41370, -2.85390)
F (-1.35855, -1.06556, -2.19169)
H (1.73204, -5.83228, 2.15232)
H (0.14345, -6.06136, 2.88028)
H (0.38915, -6.44525, 1.17584)
H (1.77128, -3.42266, 2.85973)
H (1.22011, -1.13707, 2.17662)
H (1.54331, -1.30327, -0.85657)
H (3.78844, -0.47063, -0.50825)
H (5.17176, 0.95829, 1.06710)
H (5.08454, 2.17742, -0.20280)
H (4.63826, 2.60334, 1.45390)
H (2.36170, 3.11225, 1.29026)
H (-1.31005, -4.92269, 0.34693)
S (-3.62930, 0.08737, 2.40926)
S (-5.31215, -0.77521, 1.69637)
S (-5.76487, 0.16536, -0.12846)
S (-4.13562, 1.21052, -0.65849)
C (0.72602, 3.68060, -2.21778)
C (0.60677, 2.15188, -2.29181)
C (-0.50360, 1.80006, -3.29112)
C (1.91800, 1.58551, -2.83270)
C (0.13035, 1.66591, -0.90552)
H (1.05255, 4.07045, -3.18334)
H (1.45055, 3.98159, -1.45859)
H (-0.23728, 4.12852, -1.97803)
H (-0.25940, 2.19779, -4.27729)
H (-1.45819, 2.23118, -2.97784)
H (-0.62582, 0.72043, -3.37890)
H (2.09747, 2.03032, -3.81381)
H (1.86718, 0.50524, -2.95823)
H (2.76106, 1.83364, -2.19385)
H (-0.94074, 1.88577, -0.85937)

Force components x, y, z for each atom (eV/Å):
-1.87 -0.09 0.47
-0.05 0.07 0.04
-0.03 0.03 -0.01
-0.01 -0.03 -0.05
0.00 0.26 -0.08
0.02 -0.51 0.19
-0.02 -0.02 0.10
0.09 0.41 -0.21
-0.06 -0.09 0.12
-0.12 -0.13 -0.08
-0.08 0.24 0.09
-0.08 -0.03 -0.05
0.27 -0.01 -0.07
-0.38 -0.14 0.15
0.36 0.12 0.13
-0.37 -0.90 -0.30
-0.15 0.13 -0.06
0.13 0.01 0.20
0.09 -0.01 -0.20
-0.18 -0.07 0.00
-0.08 -0.16 0.11
-0.13 -0.08 -0.10
-0.03 0.27 0.06
0.16 -0.06 -0.07
-0.04 0.23 -0.15
0.18 -0.06 0.08
0.07 -0.16 -0.10
0.83 1.29 0.18
-0.27 -0.04 0.04
-0.08 0.09 0.09
0.19 -0.15 0.09
0.00 0.07 -0.18
0.08 0.13 -0.09
-0.08 0.01 0.09
0.01 0.04 0.08
-0.04 -0.15 0.15
0.00 -0.05 0.00
0.01 -0.02 -0.01
0.01 -0.02 0.01
0.02 0.00 -0.03
0.05 -0.03 -0.06
0.01 -0.04 0.00
-0.01 0.00 -0.01
0.02 0.02 0.02
0.05 -0.03 0.02
0.02 0.02 -0.02
0.00 -0.03 -0.01
-0.03 0.03 -0.02
1.21 0.42 -0.98
-0.61 -0.20 -0.42
-0.56 -0.31 0.46
1.28 -0.12 0.40
-0.03 -0.14 0.03
-0.05 0.12 -0.04
0.03 -0.06 0.08
-0.08 -0.03 0.06
0.20 -0.20 -0.11
0.01 0.01 0.01
0.01 0.04 -0.01
0.02 0.06 0.01
-0.01 0.02 0.00
-0.03 -0.01 -0.04
0.00 0.06 -0.04
-0.02 -0.01 0.00
0.06 -0.02 0.00
0.07 -0.02 0.01
0.01 0.03 0.03

As for the charge: 0. The relative energy (zero: lowest compared OMol25 entry of this formula, charge and spin) comes out at 0.00 kJ/mol. As for the strongest force on any atom: 1.9 eV/A.

Record 3
Computed, not measured: C25H22N5O2Rb as an isolated structure, with ωB97M-V/def2-TZVPD.

Positions of all 55 atoms, in Å:
Rb (0.06396, 0.61006, 0.22640)
O (-1.96777, -1.19405, 0.69364)
C (-2.81846, -1.38110, 1.61769)
C (-4.11929, -1.90610, 1.31940)
C (-5.08598, -2.11602, 2.27585)
C (-4.83976, -1.82763, 3.62082)
C (-3.58864, -1.33130, 3.95089)
C (-2.57530, -1.10329, 3.01640)
C (-1.32403, -0.57782, 3.56177)
N (-0.25767, -0.28952, 2.92089)
N (0.74458, 0.21319, 3.75317)
C (1.89361, 0.39107, 3.13726)
O (2.23219, 0.16211, 1.94221)
C (2.96834, 0.96192, 4.05196)
C (2.73914, 1.25620, 5.39559)
C (3.75101, 1.77748, 6.18824)
C (5.01273, 2.01491, 5.65323)
C (5.24859, 1.72599, 4.31651)
C (4.23305, 1.20413, 3.52537)
H (-4.31611, -2.11922, 0.27380)
H (-6.05511, -2.50523, 1.97441)
H (-5.59798, -1.98274, 4.37872)
H (-3.36804, -1.09828, 4.98989)
H (-1.31915, -0.41896, 4.64802)
H (1.75071, 1.06646, 5.79102)
H (3.55446, 2.00330, 7.23078)
H (5.80192, 2.42511, 6.27355)
H (6.22692, 1.91206, 3.88696)
H (4.38811, 0.97674, 2.47851)
C (1.22960, 1.07404, -3.75499)
C (1.37067, -0.10969, -2.83667)
C (2.51101, -0.26328, -2.05027)
C (2.64044, -1.32142, -1.15606)
C (3.83982, -1.42953, -0.25712)
C (1.59403, -2.23464, -1.05017)
C (0.43001, -2.09599, -1.79753)
C (-0.73236, -3.02518, -1.59242)
C (0.33849, -1.02932, -2.69251)
H (2.18595, 1.33950, -4.20836)
H (0.87344, 1.94458, -3.19958)
H (0.51484, 0.87303, -4.55398)
H (3.30235, 0.47735, -2.11148)
H (4.69816, -0.90707, -0.68419)
H (4.11745, -2.47304, -0.09428)
H (3.60018, -0.97780, 0.70964)
H (1.66996, -3.04447, -0.33202)
H (-1.39818, -2.60356, -0.83056)
H (-0.39720, -4.00399, -1.24482)
H (-1.29935, -3.15887, -2.51612)
H (-0.57023, -0.89993, -3.27244)
N (-0.16026, 5.96635, -4.68791)
C (-0.11467, 5.71981, -3.55109)
N (-0.04909, 5.56522, -2.24442)
C (-0.03161, 4.34490, -1.76498)
N (0.03265, 3.29744, -1.25775)

Force components x, y, z for each atom (eV/Å):
-0.02 0.06 -0.04
-0.06 0.08 0.04
0.06 -0.06 0.03
-0.02 0.01 0.00
-0.02 0.00 -0.05
0.04 0.01 0.01
-0.03 -0.01 0.00
0.00 0.03 0.00
-0.02 -0.05 -0.09
0.07 0.09 0.15
-0.04 -0.05 -0.02
0.13 0.00 0.11
-0.09 0.04 0.01
-0.01 -0.02 -0.02
0.00 0.00 -0.01
-0.01 -0.01 0.00
-0.01 0.00 0.01
0.01 0.00 0.00
-0.01 0.00 0.00
-0.01 -0.01 0.00
0.00 -0.01 0.01
0.00 0.00 0.00
-0.01 -0.01 0.00
0.00 -0.01 0.01
0.00 0.00 0.01
0.01 0.00 0.00
0.00 0.00 0.00
0.00 0.00 0.00
0.01 0.00 0.00
0.00 0.00 -0.02
0.00 0.06 0.06
0.02 -0.03 0.00
-0.04 0.06 0.01
0.04 -0.02 -0.05
-0.02 0.03 0.03
0.01 0.00 -0.07
-0.01 -0.04 0.01
0.00 -0.07 -0.03
0.00 -0.01 0.00
0.00 -0.01 0.00
0.00 -0.01 0.00
0.02 -0.02 -0.05
0.00 0.00 0.00
-0.01 0.00 0.01
-0.01 0.00 0.01
-0.01 0.00 0.00
0.00 0.01 -0.01
0.01 0.00 -0.01
0.00 0.00 0.00
0.00 -0.02 -0.01
-0.02 0.00 -0.01
0.04 0.06 0.10
-0.12 -0.17 -0.09
0.23 0.08 -0.05
-0.13 0.00 0.02

As for the charge: -2. The relative energy (zero: lowest compared OMol25 entry of this formula, charge and spin) comes out at 3.43 kJ/mol. As for the strongest force on any atom: 0.2 eV/A.

Record 4
Computed, not measured: C25H22N6O2 in the gas phase, with ωB97M-V/def2-TZVPD.

Positions of all 55 atoms, in Å:
C (4.06151, 2.01900, -2.45872)
H (4.29865, 2.94390, -1.92380)
O (3.62497, 1.01300, -1.57886)
C (4.49005, 0.58185, -0.60274)
C (5.77550, 1.05793, -0.41334)
C (6.56273, 0.54896, 0.61036)
C (6.07133, -0.43364, 1.44582)
C (4.78641, -0.92086, 1.26692)
C (3.98903, -0.42166, 0.24980)
N (2.68054, -0.85197, 0.01077)
C (1.87667, -1.61698, 0.79891)
O (2.21863, -2.17809, 1.81588)
C (0.46720, -1.62902, 0.27789)
C (0.04177, -2.44435, -0.69324)
N (-1.25775, -2.37310, -1.16628)
C (-2.12934, -1.49911, -0.59755)
N (-3.40522, -1.32823, -0.85153)
C (-3.76511, -0.34358, 0.02359)
N (-2.76958, 0.07207, 0.78394)
N (-1.72534, -0.67242, 0.38762)
C (-0.39010, -0.54490, 0.90134)
C (0.19926, 0.80551, 0.53161)
N (0.14472, 1.11968, -0.75639)
C (0.66767, 2.26594, -1.14888)
C (1.29758, 3.15003, -0.28709)
C (1.37202, 2.81255, 1.05473)
C (0.80566, 1.62164, 1.47791)
H (0.83813, 1.32518, 2.51470)
H (1.86094, 3.46693, 1.76186)
H (1.71821, 4.07277, -0.65543)
H (0.57888, 2.47618, -2.20683)
H (-0.40927, -0.64296, 1.99694)
C (-5.11296, 0.18251, 0.10174)
C (-6.10727, -0.32205, -0.73321)
C (-7.39236, 0.18007, -0.66038)
C (-7.69701, 1.18625, 0.24246)
C (-6.71029, 1.69083, 1.07531)
C (-5.42313, 1.19425, 1.00842)
H (-4.64201, 1.57446, 1.64812)
H (-6.94926, 2.47514, 1.77929)
H (-8.70283, 1.57725, 0.29762)
H (-8.16208, -0.21287, -1.30917)
H (-5.85007, -1.10499, -1.42937)
H (-1.59911, -3.01815, -1.85808)
C (0.89632, -3.48663, -1.34150)
H (1.86614, -3.54027, -0.85680)
H (0.41672, -4.46205, -1.27101)
H (1.03906, -3.25229, -2.39613)
H (2.25222, -0.41062, -0.79372)
H (4.38971, -1.68325, 1.91575)
H (6.68427, -0.82797, 2.24119)
H (7.56316, 0.93114, 0.74498)
H (6.17756, 1.82665, -1.05401)
H (3.22813, 2.19747, -3.13613)
H (4.93431, 1.69684, -3.03523)

Force components x, y, z for each atom (eV/Å):
0.05 0.16 -0.16
0.01 -0.04 -0.01
0.10 -0.41 0.44
-0.05 -0.04 0.03
-0.16 0.09 -0.20
0.06 -0.07 0.12
0.13 0.12 -0.07
-0.07 -0.06 0.03
0.16 0.07 0.04
0.18 0.21 -0.42
-0.30 -0.06 -0.51
0.09 -0.08 0.31
-0.31 -0.06 0.19
0.27 0.02 0.21
0.05 -0.19 -0.21
-0.30 0.48 0.41
0.03 -0.28 -0.31
1.17 -0.38 0.02
-0.47 0.63 0.44
-0.18 -0.84 -0.66
0.24 0.10 0.13
0.04 0.39 0.33
-0.24 -0.38 -0.07
0.08 0.20 -0.07
0.00 -0.02 0.14
0.02 0.03 -0.11
-0.10 -0.11 -0.16
-0.02 -0.05 0.12
0.03 0.05 0.04
0.03 0.08 -0.05
0.05 0.12 -0.09
0.00 -0.01 -0.19
-0.59 0.27 0.08
0.22 0.02 0.08
-0.13 0.03 -0.01
-0.08 0.01 -0.01
-0.05 0.07 0.05
0.07 -0.13 -0.10
0.05 0.06 0.08
-0.01 0.05 0.05
-0.07 0.03 0.00
-0.04 -0.03 -0.04
0.00 -0.07 -0.07
0.00 0.06 0.07
-0.05 0.12 0.03
0.05 -0.05 -0.02
-0.01 -0.08 0.01
0.03 -0.01 -0.08
-0.12 -0.11 0.15
-0.03 -0.03 0.00
0.05 -0.04 0.08
0.09 0.03 0.01
-0.01 0.07 -0.09
0.08 0.04 0.00
-0.03 0.02 0.04

As for the charge: 0. The electronic energy comes out at -39318.578 eV. The SMILES is COc1ccccc1NC(=O)C1=C(C)Nc2nc(-c3ccccc3)nn2[C@@H]1c1ccccn1. As for the strongest force on any atom: 1.2 eV/A.